141
Properties=species:S:1:pos:R:3:forces:R:3 method="wB97M-V/def2-TZVPD" e_homo_ev="-8.918 / -9.738" e_tot_ev=-110516.2940 lumo_ev="0.23 / -0.18" homo_lumo_gap_ev="9.145 / 9.557" spin_multiplicity=2
C -2.602 12.058 -4.051 1.422 -0.059 -0.414
C -2.044 10.859 -4.927 -1.088 0.143 0.718
C -2.030 9.558 -4.059 0.979 -0.223 -0.216
C -1.046 8.449 -4.603 -0.699 0.005 0.270
C -1.650 7.571 -5.755 0.147 -0.324 0.161
C -3.019 6.889 -5.402 0.293 -0.013 0.140
C -2.878 5.894 -4.186 -0.488 -0.620 -0.859
C -2.829 4.422 -4.759 0.700 -0.010 1.394
C -2.192 3.394 -3.726 -0.596 -0.153 -0.832
C -2.924 1.996 -3.725 0.277 -0.295 0.757
C -3.110 1.403 -2.269 0.048 -0.522 -0.746
C -2.716 -0.123 -2.185 -0.543 1.199 0.816
C -3.291 -0.693 -0.821 0.117 -1.520 -1.120
C -2.387 -1.896 -0.297 -0.001 0.656 0.486
C -1.457 -1.565 0.955 0.852 0.293 -1.981
C -0.885 -0.104 0.751 0.590 -1.116 0.130
C 0.316 0.280 1.687 -0.606 2.892 -0.965
C -0.278 0.867 3.021 -0.496 0.244 -0.104
C 1.047 1.513 0.965 0.413 -0.829 0.292
N 1.345 -0.768 1.864 -1.405 -0.412 2.262
O 2.133 -0.536 2.875 0.111 0.304 -1.215
C 0.814 -2.138 1.958 0.744 -3.357 -0.505
C 2.061 -3.103 1.768 -0.531 -0.140 -0.359
C 0.189 -2.530 3.351 0.805 0.114 0.379
C -0.205 -2.538 0.835 -0.767 1.378 1.509
H -2.949 12.899 -4.691 -0.018 -0.591 0.485
H -1.722 12.451 -3.478 -0.889 -0.233 -0.162
H -3.379 11.730 -3.329 0.365 0.227 -0.607
H -1.011 11.069 -5.286 -0.732 -0.014 0.224
H -2.717 10.771 -5.813 0.623 -0.259 0.502
H -3.048 9.118 -3.922 0.699 0.481 -0.174
H -1.661 9.811 -3.032 -0.337 0.021 -0.758
H -0.069 8.896 -4.916 -0.823 -0.220 0.132
H -0.805 7.799 -3.726 -0.142 0.309 -0.767
H -1.733 8.132 -6.719 0.033 -0.268 0.822
H -0.920 6.740 -5.939 -0.487 0.590 -0.007
H -3.342 6.275 -6.281 0.217 0.577 0.573
H -3.836 7.637 -5.241 0.765 -0.499 -0.041
H -3.761 5.997 -3.512 0.712 -0.117 -0.298
H -1.952 6.043 -3.588 -0.634 0.176 -0.424
H -2.158 4.437 -5.645 -0.807 -0.084 0.244
H -3.854 4.056 -4.988 0.674 0.450 -0.284
H -2.191 3.831 -2.697 0.018 -0.335 -0.782
H -1.147 3.207 -4.063 -0.539 0.292 0.624
H -3.933 2.034 -4.199 0.802 0.143 0.155
H -2.308 1.252 -4.295 -0.564 0.675 0.267
H -4.184 1.463 -1.967 0.787 0.215 -0.141
H -2.499 2.006 -1.551 -0.499 -0.630 -0.384
H -3.151 -0.677 -3.055 0.327 0.398 0.709
H -1.608 -0.203 -2.252 -0.678 -0.063 0.114
H -4.286 -1.137 -1.088 0.677 0.508 0.382
H -3.496 0.104 -0.077 0.403 -0.507 -0.420
H -2.993 -2.811 -0.111 0.341 0.622 0.043
H -1.686 -2.153 -1.134 -0.596 0.145 0.645
H -1.957 -1.666 1.942 0.247 -0.081 -0.717
H -0.497 -0.072 -0.301 -0.481 0.050 0.750
H -1.663 0.682 0.880 0.600 -0.563 -0.178
H -1.086 0.231 3.464 0.878 0.330 -0.230
H -0.796 1.819 2.734 0.396 -0.814 0.200
H 0.488 1.156 3.773 -0.419 -0.526 -0.512
H 0.612 2.481 1.289 0.230 -0.612 -0.420
H 2.119 1.488 1.262 -0.709 0.182 -0.083
H 1.019 1.398 -0.147 -0.098 0.194 0.890
H 1.765 -4.178 1.885 -0.015 0.936 -0.052
H 2.408 -2.989 0.711 0.104 -0.008 0.876
H 2.859 -2.924 2.515 -0.431 0.138 -0.644
H 1.028 -2.892 3.998 -0.748 0.358 -0.425
H -0.288 -1.697 3.907 0.085 -0.543 -0.540
H -0.509 -3.390 3.215 0.404 0.785 0.134
H -0.563 -3.564 1.084 0.524 0.555 -0.530
H 0.269 -2.485 -0.175 -0.477 -0.025 0.670
C 4.676 -1.026 -1.390 0.320 0.093 -0.118
C 4.169 -2.384 -1.833 -0.320 0.374 0.592
O 4.825 -2.820 -3.037 0.237 -0.288 -0.431
C 6.073 -3.268 -2.887 -0.875 0.409 0.779
O 6.657 -3.328 -1.848 0.432 -0.227 -0.133
C 6.638 -3.724 -4.228 0.582 -0.282 -1.109
F 6.454 -2.811 -5.188 -0.183 0.238 0.147
F 6.052 -4.854 -4.645 -0.271 -0.090 0.251
F 7.945 -3.963 -4.165 -0.003 0.074 0.396
H 4.566 -0.298 -2.196 -0.150 -0.022 0.046
H 4.125 -0.677 -0.516 -0.057 -0.055 -0.036
H 5.736 -1.061 -1.136 -0.082 -0.080 0.087
H 3.106 -2.316 -2.066 0.126 -0.134 -0.290
H 4.280 -3.134 -1.048 0.209 -0.006 -0.125
C -5.822 -5.644 3.860 -0.314 0.185 -0.153
C -4.596 -4.753 3.889 -0.010 -0.709 0.413
O -4.705 -3.688 2.930 0.048 0.520 -0.294
C -5.515 -2.684 3.266 0.378 -1.060 0.562
O -6.136 -2.613 4.283 -0.210 0.464 -0.047
C -5.507 -1.619 2.176 -0.229 0.923 -1.040
F -5.695 -2.136 0.957 0.013 -0.444 0.043
F -4.338 -0.965 2.144 0.231 -0.105 0.345
F -6.459 -0.706 2.346 -0.101 -0.150 0.450
H -5.995 -6.021 2.850 0.136 -0.091 0.048
H -5.701 -6.487 4.540 0.074 0.016 -0.037
H -6.718 -5.095 4.152 0.092 -0.014 0.106
H -3.720 -5.336 3.606 0.015 0.274 -0.222
H -4.409 -4.354 4.888 -0.150 0.195 -0.122
C 4.335 2.492 3.179 -0.263 0.186 -0.079
C 5.588 3.344 3.221 -0.048 -0.665 0.367
O 5.520 4.422 2.271 0.027 0.521 -0.288
C 4.740 5.448 2.613 0.345 -1.082 0.545
O 4.116 5.523 3.628 -0.200 0.474 -0.026
C 4.781 6.528 1.538 -0.095 0.888 -0.906
F 4.587 6.027 0.313 -0.020 -0.330 0.042
F 5.964 7.155 1.522 0.217 -0.168 0.253
F 3.849 7.459 1.728 -0.117 -0.176 0.340
H 4.153 2.119 2.170 0.156 -0.086 0.047
H 4.428 1.643 3.857 0.034 -0.009 -0.054
H 3.454 3.064 3.471 0.083 -0.021 0.093
H 6.450 2.740 2.940 0.015 0.256 -0.222
H 5.780 3.733 4.223 -0.146 0.178 -0.114
C 5.848 -3.762 6.324 -0.342 0.172 -0.067
C 5.765 -5.245 6.019 0.698 0.320 0.100
O 4.407 -5.715 6.070 -0.530 -0.245 -0.091
C 3.645 -5.396 5.024 1.215 0.191 0.307
O 4.013 -4.766 4.079 -0.434 -0.038 -0.296
C 2.245 -5.977 5.190 -1.176 -0.405 0.182
F 1.728 -5.709 6.394 0.239 0.169 0.149
F 2.251 -7.309 5.054 0.354 -0.098 -0.059
F 1.393 -5.497 4.286 0.276 0.195 -0.198
H 5.383 -3.545 7.287 0.136 -0.071 0.041
H 6.887 -3.433 6.348 -0.005 -0.078 0.027
H 5.320 -3.172 5.575 0.111 -0.066 -0.048
H 6.312 -5.805 6.777 -0.304 -0.136 0.010
H 6.213 -5.486 5.053 -0.241 0.050 -0.047
C -2.081 -6.870 -3.516 -0.355 -0.093 0.115
C -1.191 -6.602 -2.319 0.326 -0.077 -0.692
O -1.966 -6.287 -1.150 -0.255 0.059 0.566
C -2.558 -7.322 -0.551 0.800 0.137 -0.990
O -2.485 -8.456 -0.914 -0.270 -0.238 0.385
C -3.317 -6.854 0.685 -0.877 0.461 1.108
F -4.102 -5.798 0.432 0.141 0.067 -0.352
F -2.482 -6.486 1.671 0.380 -0.044 -0.222
F -4.107 -7.799 1.189 0.166 -0.329 -0.306
H -2.750 -6.025 -3.691 0.142 0.056 -0.049
H -1.482 -7.041 -4.411 0.037 0.054 0.049
H -2.711 -7.746 -3.355 0.138 -0.030 -0.007
H -0.567 -5.730 -2.517 -0.153 0.083 0.285
H -0.521 -7.439 -2.116 -0.205 -0.046 0.134